# 1
DFT (ωB97M-V/def2-TZVPD) results for 9 unconnected molecules or ions with the total composition C52H131N9O17.

Structure (XYZ):
```
209
Properties=species:S:1:pos:R:3
C -2.902 1.612 -1.797
O -2.601 0.572 -0.969
C -1.427 0.758 -0.228
C -1.011 -0.574 0.325
C 0.358 -0.570 0.965
N -0.928 -1.494 -0.814
H -3.761 1.254 -2.378
H -2.172 1.808 -2.588
H -3.226 2.530 -1.299
H -0.640 1.121 -0.912
H -1.596 1.538 0.524
H -1.703 -0.865 1.136
H 0.411 0.121 1.815
H 1.081 -0.123 0.259
H 0.739 -1.549 1.237
H -1.823 -1.501 -1.289
H -0.700 -2.435 -0.496
C -11.416 -4.447 -0.166
O -10.077 -4.869 -0.304
C -9.164 -3.768 -0.307
C -8.863 -3.373 -1.747
N -8.030 -4.361 -2.448
C -6.631 -4.333 -2.070
C -5.986 -3.038 -2.500
O -4.607 -3.162 -2.540
C -3.945 -1.908 -2.669
H -11.649 -3.670 -0.900
H -11.599 -4.074 0.844
H -12.027 -5.324 -0.361
H -8.263 -4.141 0.181
H -9.559 -2.915 0.258
H -8.324 -2.418 -1.768
H -9.799 -3.173 -2.274
H -8.470 -5.251 -2.226
H -6.147 -5.183 -2.557
H -6.503 -4.510 -0.985
H -6.237 -2.231 -1.785
H -6.434 -2.750 -3.469
H -3.898 -1.426 -1.679
H -4.462 -1.180 -3.310
H -2.961 -2.171 -3.044
C 1.594 -4.201 6.093
O 1.003 -2.939 5.949
C 1.740 -2.032 5.151
C 1.229 -0.637 5.366
N 1.517 -0.048 6.661
C 0.608 1.080 6.905
C 0.657 1.516 8.350
O 0.355 0.492 9.241
C -0.947 -0.032 9.104
H 2.526 -4.148 6.681
H 1.856 -4.641 5.123
H 0.904 -4.821 6.659
H 1.458 -2.208 4.085
H 2.838 -2.074 5.175
H 0.157 -0.645 5.086
H 1.710 0.020 4.629
H 1.369 -0.722 7.414
H -0.402 0.779 6.580
H 0.915 1.904 6.256
H -0.008 2.381 8.505
H 1.659 1.873 8.581
H -1.058 -0.883 9.779
H -1.195 -0.393 8.096
H -1.711 0.706 9.412
C 5.770 3.138 1.561
O 6.251 2.177 2.475
C 7.369 1.515 1.969
C 7.604 0.206 2.725
N 6.848 -0.938 2.225
C 5.361 -0.759 2.253
C 4.660 -2.093 2.110
O 4.992 -2.788 3.303
C 4.380 -4.022 3.448
H 5.777 2.761 0.536
H 6.442 4.009 1.601
H 4.795 3.458 1.916
H 8.312 2.066 2.143
H 7.326 1.290 0.895
H 7.368 0.392 3.787
H 8.660 -0.059 2.646
H 7.006 -1.750 2.825
H 5.063 -0.059 1.455
H 4.986 -0.279 3.181
H 5.001 -2.683 1.249
H 3.579 -1.929 2.020
H 3.295 -3.943 3.596
H 4.788 -4.559 4.301
H 4.523 -4.671 2.569
C 0.526 2.849 3.737
O -0.323 1.760 3.939
C -1.646 2.057 3.654
C -2.414 0.776 3.825
N -3.778 0.923 3.375
C -3.955 0.953 1.912
C -4.015 -0.425 1.284
O -5.181 -1.096 1.767
C -5.264 -2.427 1.266
H 0.637 3.074 2.653
H 1.521 2.624 4.108
H 0.105 3.783 4.137
H -1.716 2.394 2.612
H -2.056 2.858 4.283
H -2.423 0.448 4.867
H -1.896 -0.025 3.260
H -4.413 0.252 3.777
H -3.162 1.492 1.387
H -4.882 1.502 1.711
H -3.145 -1.041 1.556
H -4.123 -0.353 0.189
H -6.205 -2.814 1.659
H -4.401 -3.023 1.587
H -5.317 -2.456 0.163
C 1.696 -1.603 -2.633
O 2.503 -1.266 -3.756
C 3.287 -0.146 -3.491
C 4.275 0.033 -4.581
N 3.617 0.010 -5.881
C 4.516 -0.244 -7.006
C 3.755 -0.906 -8.129
O 3.149 -2.134 -7.809
C 4.009 -3.073 -7.186
H 1.080 -0.745 -2.355
H 2.357 -1.921 -1.809
H 1.050 -2.433 -2.900
H 3.836 -0.326 -2.548
H 2.635 0.731 -3.346
H 5.014 -0.796 -4.509
H 4.825 0.960 -4.401
H 2.888 -0.698 -5.855
H 5.391 -0.837 -6.688
H 4.866 0.706 -7.432
H 4.390 -0.964 -9.034
H 2.929 -0.257 -8.438
H 4.908 -3.244 -7.797
H 3.436 -3.986 -7.046
H 4.339 -2.758 -6.182
C 3.677 4.832 -2.812
O 4.890 4.663 -2.134
C 5.045 5.579 -1.046
C 6.508 5.632 -0.729
N 7.263 6.478 -1.674
C 8.696 6.318 -1.442
C 9.318 5.199 -2.280
O 10.643 4.999 -1.837
C 11.249 3.852 -2.442
H 3.612 4.108 -3.619
H 3.585 5.847 -3.210
H 2.861 4.618 -2.105
H 4.460 5.185 -0.199
H 4.677 6.575 -1.338
H 6.892 4.600 -0.745
H 6.648 6.097 0.251
H 7.129 5.993 -2.574
H 8.915 6.090 -0.387
H 9.239 7.255 -1.597
H 9.354 5.568 -3.318
H 8.716 4.293 -2.143
H 12.198 3.688 -1.936
H 11.467 4.017 -3.505
H 10.586 2.991 -2.300
C -6.213 1.519 -4.577
O -5.021 2.090 -5.075
C -4.770 1.662 -6.400
C -3.607 2.431 -6.887
N -3.963 3.830 -7.115
C -2.789 4.643 -7.384
C -3.150 6.068 -7.505
O -3.522 6.526 -6.233
C -4.141 7.769 -6.253
H -6.221 0.414 -4.583
H -7.028 1.838 -5.246
H -6.397 1.810 -3.547
H -5.651 1.852 -7.029
H -4.543 0.586 -6.423
H -3.294 1.986 -7.843
H -2.759 2.304 -6.189
H -4.492 4.153 -6.309
H -2.368 4.274 -8.323
H -2.015 4.549 -6.599
H -3.976 6.155 -8.220
H -2.245 6.605 -7.824
H -3.408 8.587 -6.382
H -4.616 7.903 -5.288
H -4.837 7.879 -7.095
C -4.407 -4.478 7.057
O -3.400 -4.406 6.066
C -2.836 -3.159 5.920
C -1.844 -3.220 4.797
N -2.518 -3.435 3.524
C -1.683 -3.368 2.355
C -0.840 -4.590 2.104
O -0.284 -4.398 0.788
C 0.406 -5.517 0.310
H -4.817 -5.484 7.067
H -5.220 -3.759 6.847
H -4.027 -4.246 8.068
H -2.333 -2.847 6.850
H -3.597 -2.383 5.712
H -1.239 -4.108 5.057
H -1.237 -2.324 4.834
H -2.968 -4.343 3.573
H -1.007 -2.517 2.470
H -2.277 -3.182 1.456
H -1.473 -5.489 2.048
H -0.020 -4.666 2.830
H 1.179 -5.873 1.014
H 0.894 -5.262 -0.631
H -0.249 -6.381 0.099
```

ΔE to the lowest compared entry with this formula, charge and spin   0.378 eV
HOMO-LUMO gap   8.928 eV
LUMO level   0.322 eV
SMILES string   COC[C@H](C)N.COCCNCCOC.COCCNCCOC.COCCNCCOC.COCCNCCOC.COCCNCCOC.COCCNCCOC.COCCNCCOC.COCCNCCOC

***

# 2
DFT (ωB97M-V/def2-TZVPD) results for 10 unconnected molecules or ions with the total composition C52H132N8O18.

Structure (XYZ):
```
210
Properties=species:S:1:pos:R:3
C 1.126 3.943 5.104
O 0.750 2.553 5.291
C 1.638 1.661 4.751
C 1.221 0.252 5.230
N -0.179 0.064 5.074
C -0.717 -1.000 5.868
C -2.146 -1.141 5.379
O -2.850 -2.084 6.124
C -4.237 -2.205 5.697
H 0.461 4.645 5.605
H 1.141 4.158 4.032
H 2.176 4.122 5.404
H 2.711 1.854 5.031
H 1.588 1.665 3.667
H 1.521 0.056 6.253
H 1.750 -0.492 4.569
H -0.599 0.926 5.435
H -0.658 -0.779 6.928
H -0.160 -1.944 5.634
H -2.253 -1.303 4.301
H -2.639 -0.160 5.660
H -4.936 -1.361 5.963
H -4.537 -3.092 6.213
H -4.383 -2.447 4.690
C -4.186 -7.580 1.611
O -3.555 -6.640 0.711
C -3.072 -5.480 1.422
C -2.454 -4.589 0.379
N -3.535 -3.797 -0.256
C -3.076 -2.760 -1.227
C -4.289 -2.390 -2.106
O -4.057 -1.415 -3.033
C -3.920 -0.122 -2.533
H -4.985 -7.098 2.209
H -3.483 -8.175 2.218
H -4.647 -8.364 0.926
H -2.279 -5.668 2.183
H -3.885 -4.869 1.866
H -1.939 -5.220 -0.351
H -1.686 -3.899 0.725
H -3.946 -4.450 -0.843
H -2.251 -3.099 -1.852
H -2.762 -1.891 -0.630
H -5.122 -2.027 -1.462
H -4.717 -3.161 -2.750
H -2.853 0.091 -2.332
H -4.418 0.154 -1.596
H -4.196 0.542 -3.356
C 2.431 4.058 0.542
O 2.257 3.021 -0.420
C 1.160 3.327 -1.239
C 0.815 2.151 -2.117
N -0.404 2.422 -2.837
C -0.806 1.299 -3.651
C -2.082 1.543 -4.387
O -1.933 2.679 -5.250
C -3.155 2.913 -5.947
H 3.190 3.724 1.261
H 1.460 4.178 1.060
H 2.749 4.953 0.025
H 1.469 4.132 -1.920
H 0.318 3.690 -0.623
H 0.603 1.252 -1.553
H 1.682 1.913 -2.707
H -0.327 3.333 -3.314
H -0.990 0.457 -2.960
H -0.030 0.972 -4.368
H -2.713 1.876 -3.592
H -2.483 0.666 -4.827
H -2.961 3.383 -6.867
H -3.756 3.627 -5.358
H -3.732 2.043 -6.170
C 1.162 -3.324 -1.838
O 1.487 -2.991 -3.178
C 0.814 -1.824 -3.493
C 0.632 -1.757 -5.009
N 1.836 -1.368 -5.795
C 3.109 -2.233 -5.602
C 2.816 -3.584 -6.148
O 3.968 -4.387 -6.006
C 3.712 -5.741 -5.794
H 0.100 -3.340 -1.568
H 1.707 -2.658 -1.125
H 1.450 -4.367 -1.557
H 1.350 -0.924 -3.129
H -0.192 -1.856 -3.086
H -0.196 -1.063 -5.321
H 0.353 -2.689 -5.391
H 2.121 -0.427 -5.572
H 3.373 -2.315 -4.559
H 3.827 -1.776 -6.305
H 2.520 -3.489 -7.235
H 1.929 -4.005 -5.644
H 3.292 -5.920 -4.796
H 4.669 -6.240 -5.980
H 3.184 -6.178 -6.572
C -3.460 3.767 -1.008
O -4.479 3.721 -1.939
C -5.830 3.518 -1.479
C -6.693 3.573 -2.722
N -6.370 2.449 -3.684
C -6.990 1.202 -3.249
C -7.007 0.110 -4.303
O -7.570 -1.036 -3.637
C -7.559 -2.195 -4.489
H -2.485 3.822 -1.491
H -3.522 2.859 -0.339
H -3.628 4.635 -0.412
H -6.204 4.295 -0.840
H -5.952 2.574 -0.878
H -6.518 4.541 -3.227
H -7.770 3.529 -2.481
H -5.366 2.483 -3.751
H -8.058 1.498 -3.153
H -6.767 0.734 -2.294
H -5.987 -0.156 -4.699
H -7.719 0.327 -5.116
H -7.943 -3.007 -3.871
H -6.511 -2.405 -4.776
H -8.286 -2.041 -5.318
C 4.416 5.730 3.967
O 3.283 5.922 3.127
C 2.838 7.254 2.986
C 1.559 7.366 2.104
N 0.540 6.516 2.574
C -0.657 6.449 1.707
C -1.572 5.397 2.183
O -0.959 4.129 2.088
C -1.576 3.133 2.842
H 4.220 6.059 4.995
H 5.337 6.178 3.584
H 4.595 4.679 3.948
H 3.638 7.904 2.491
H 2.602 7.626 3.958
H 1.814 7.093 1.017
H 1.255 8.412 2.100
H 0.824 5.552 2.772
H -0.407 6.291 0.620
H -1.158 7.449 1.689
H -2.535 5.362 1.662
H -1.920 5.501 3.269
H -1.031 2.186 2.914
H -2.584 2.813 2.533
H -1.646 3.441 3.898
C 0.840 -4.923 2.322
O 2.227 -4.953 2.503
C 2.837 -3.632 2.432
C 4.349 -3.827 2.448
N 4.840 -4.425 3.653
C 6.210 -4.847 3.687
C 6.589 -5.166 5.166
O 7.908 -5.688 5.266
C 8.181 -6.410 6.454
H 0.340 -4.318 3.108
H 0.519 -5.961 2.168
H 0.583 -4.374 1.421
H 2.556 -3.115 3.328
H 2.505 -3.105 1.493
H 4.699 -2.804 2.304
H 4.552 -4.390 1.496
H 4.256 -5.207 3.920
H 6.819 -4.035 3.385
H 6.405 -5.777 3.077
H 5.877 -5.917 5.591
H 6.401 -4.290 5.774
H 7.466 -7.289 6.467
H 7.952 -5.762 7.305
H 9.176 -6.754 6.368
C 3.451 -0.248 1.353
O 3.274 -1.038 0.214
C 3.313 -0.238 -1.034
C 4.721 0.078 -1.467
N 4.869 0.767 -2.755
C 5.671 1.980 -2.824
C 5.918 2.372 -4.281
O 7.048 3.257 -4.380
C 6.825 4.291 -5.277
H 4.547 -0.089 1.519
H 3.037 -0.906 2.138
H 2.889 0.688 1.290
H 2.715 0.650 -0.916
H 2.947 -0.876 -1.860
H 5.318 -0.836 -1.489
H 5.304 0.709 -0.737
H 5.034 0.145 -3.538
H 6.623 1.847 -2.423
H 5.245 2.716 -2.198
H 5.048 2.907 -4.720
H 6.087 1.560 -5.024
H 7.691 4.830 -5.290
H 5.927 4.840 -5.054
H 6.596 3.966 -6.349
C -4.653 -0.287 2.087
C -5.639 0.804 1.763
O -4.900 2.051 1.679
H -4.031 0.080 2.839
H -3.989 -0.548 1.201
H -5.228 -1.179 2.425
H -6.257 0.789 2.652
H -6.239 0.663 0.868
H -5.473 2.748 1.383
C -0.226 0.370 0.744
C -0.395 -1.113 1.280
O 0.367 -1.387 2.473
H -0.328 1.138 1.570
H -0.963 0.549 -0.054
H 0.759 0.426 0.267
H 0.013 -1.779 0.520
H -1.438 -1.367 1.402
H -0.032 -0.744 3.092
```

ΔE to the lowest compared entry with this formula, charge and spin   4.042 eV
HOMO-LUMO gap   8.966 eV
LUMO level   0.483 eV
SMILES string   COCCNCCOC.COCCNCCOC.COCCNCCOC.COCCNCCOC.COCCNCCOC.COCCNCCOC.COCCNCCOC.COCCNCCOC.CCO.CCO